[1]
The following is a quantum chemistry calculation of C4H12NO2P in the gas phase at a distorted geometry, from the Open Molecules 2025 dataset.

Frontier orbital gap ... 9.5561 eV
Electronic energy ... -706.1278 hartree
LUMO energy ... 0.79 eV
Energy relative to the best compared isomer or geometry (same formula, charge and spin) ... 70.14 kcal per mole
Net charge ... 0
HOMO level ... -8.8 eV

Structure (XYZ):
```
20
C4H12NO2P the ωB97M-V functional and the def2-TZVPD basis
C -0.55 -0.31 2.34
C 0.79 1.98 -1.12
C -0.44 -0.56 0.79
C -0.21 0.82 -1.22
N 0.12 -0.24 -1.84
O -2.31 1.66 0.18
O -2.28 -0.77 -1.42
P -1.90 0.04 -0.19
H -1.23 -1.11 2.74
H 0.44 -0.59 2.80
H -0.85 0.62 2.65
H 0.62 2.74 -1.89
H 0.62 2.51 -0.21
H 1.90 1.80 -1.03
H 0.56 -0.30 0.49
H -0.38 -1.62 0.66
H 0.97 -0.52 -2.26
H -0.69 -0.94 -1.89
H -3.16 1.97 -0.09
H -2.80 -0.42 0.85
```

Here are the natural (NBO) charges for atoms 1 to 8, given in e: atom 1 (C): -0.604, atom 2 (C): -0.728, atom 3 (C): -0.759, atom 4 (C): 0.170, atom 5 (N): -0.730, atom 6 (O): -1.009, atom 7 (O): -1.131, atom 8 (P): 1.855

[2]
The following is a quantum chemistry calculation of a molecular structure, C3H2NaO3 at a distorted geometry, from the Open Molecules 2025 dataset.

Frontier orbital gap (spin up / spin down) ... 6.1524 / 7.4954 eV
Electronic energy ... -503.4446 hartree
LUMO energy (spin up / spin down) ... -0.73 / -0.73 eV
Energy relative to the best compared isomer or geometry (same formula, charge and spin) ... 27.02 kcal per mole
Spin multiplicity ... 2
Net charge ... 0
HOMO level (spin up / spin down) ... -6.9 / -8.2 eV

Structure (XYZ):
```
9
C3H2NaO3 the ωB97M-V functional and the def2-TZVPD basis
H -0.42 -1.57 0.97
O 1.46 -1.30 -0.19
C 0.15 -1.31 -0.09
C -0.50 0.04 0.22
C -1.99 0.13 0.13
O 0.15 1.09 0.34
O -2.97 -0.31 -0.33
Na 2.36 0.70 -0.19
H -0.44 -1.79 -0.91
```

Here are the natural (NBO) charges for atoms 1 to 8, given in e: atom 1 (H): 0.123, atom 2 (O): -0.919, atom 3 (C): -0.059, atom 4 (C): 0.342, atom 5 (C): 0.481, atom 6 (O): -0.674, atom 7 (O): -0.433, atom 8 (Na): 0.968

[3]
The following is a quantum chemistry calculation of a molecular structure, C4H8ClNS at a distorted geometry, from the Open Molecules 2025 dataset.

Frontier orbital gap ... 9.1443 eV
Electronic energy ... -1070.2028 hartree
LUMO energy ... -0.14 eV
Energy relative to the best compared isomer or geometry (same formula, charge and spin) ... 76.26 kcal per mole
Net charge ... 0
HOMO level ... -9.3 eV

Structure (XYZ):
```
15
C4H8ClNS the ωB97M-V functional and the def2-TZVPD basis
C 0.36 0.95 -0.35
C -1.12 0.22 -0.30
C -0.51 -0.62 0.94
C 0.90 -0.27 0.33
H 0.76 0.68 -2.10
H 1.90 1.69 -1.39
H 0.28 1.66 0.58
H -1.97 0.88 0.05
H -1.41 -0.46 -1.21
H -0.49 0.01 1.76
H -2.22 -2.47 1.50
H 1.62 -0.07 1.08
N 0.79 1.65 -1.55
S -0.43 -2.44 1.42
Cl 1.53 -1.41 -0.77
```

Here are the natural (NBO) charges for atoms 1 to 8, given in e: atom 1 (C): -0.054, atom 2 (C): -0.419, atom 3 (C): -0.322, atom 4 (C): -0.272, atom 5 (H): 0.356, atom 6 (H): 0.352, atom 7 (H): 0.179, atom 8 (H): 0.221

[4]
The following is a quantum chemistry calculation of a molecular structure, C33H57ErN3O4Si at a distorted geometry, from the Open Molecules 2025 dataset.

Frontier orbital gap (spin up / spin down) ... 8.1898 / 8.1935 eV
Electronic energy ... -3061.1509 hartree
LUMO energy (spin up / spin down) ... -2.04 / -2.04 eV
Spin multiplicity ... 4
Net charge ... +1
HOMO level (spin up / spin down) ... -10.2 / -10.2 eV

Structure (XYZ):
```
99
C33H57ErN3O4Si the ωB97M-V functional and the def2-TZVPD basis
O 0.66 -2.33 -1.09
O -0.94 -1.81 -3.42
C 1.92 -2.51 -1.80
C 2.89 -3.28 -0.94
H 2.28 -1.50 -2.03
H 1.74 -2.99 -2.77
H 2.98 -2.81 0.05
H 3.86 -3.29 -1.43
H 2.58 -4.32 -0.82
C -0.15 -3.54 -0.96
C -0.11 -4.52 -2.10
H -1.16 -3.17 -0.77
H 0.20 -4.03 -0.04
H -0.58 -4.13 -3.00
H -0.68 -5.39 -1.78
H 0.89 -4.88 -2.35
C -2.45 -1.68 -3.04
C -0.47 -1.17 -4.71
C -3.11 -2.92 -3.53
H -2.79 -0.76 -3.53
H -2.45 -1.57 -1.95
H -3.06 -3.03 -4.61
H -4.18 -2.88 -3.29
H -2.71 -3.82 -3.04
C -1.01 -1.96 -5.85
H 0.63 -1.21 -4.62
H -0.82 -0.13 -4.67
H -0.70 -3.01 -5.82
H -0.63 -1.53 -6.79
H -2.10 -1.88 -5.92
H -0.44 -1.27 -2.73
N 1.60 1.06 2.02
C 1.48 2.31 2.51
C 0.33 3.09 2.34
C -0.96 2.67 2.01
C 2.63 2.96 3.24
H 3.53 3.05 2.62
H 2.90 2.43 4.17
H 2.35 3.98 3.52
C -2.07 3.70 2.02
H -2.75 3.56 2.87
H -2.65 3.70 1.08
H -1.62 4.69 2.12
N -1.27 1.38 1.76
C 2.77 0.27 2.34
C 3.84 0.21 1.43
C 3.77 0.90 0.11
C 4.98 -0.51 1.79
H 5.81 -0.56 1.08
C 5.07 -1.15 3.03
H 5.97 -1.70 3.30
C 4.01 -1.07 3.93
H 4.05 -1.55 4.91
C 2.86 -0.37 3.59
C 1.72 -0.31 4.55
C -2.54 0.91 2.21
C -3.55 0.72 1.26
C -3.29 1.05 -0.18
C -4.82 0.33 1.69
H -5.60 0.19 0.93
C -5.09 0.15 3.05
H -6.09 -0.17 3.36
C -4.09 0.37 3.99
H -4.28 0.24 5.06
C -2.82 0.77 3.59
C -1.76 1.02 4.61
Er 0.18 0.02 0.61
H 3.23 0.32 -0.65
H 4.79 1.04 -0.28
H 3.30 1.89 0.17
H 1.45 0.72 4.84
H 1.97 -0.88 5.45
H 0.82 -0.77 4.12
H -3.94 0.44 -0.82
H -2.26 0.85 -0.51
H -3.50 2.11 -0.40
H -0.98 0.25 4.56
H -2.22 0.96 5.61
H -1.28 2.00 4.50
H 0.43 4.15 2.60
C 0.08 0.47 -1.77
Si 0.36 2.22 -2.31
H 0.86 -0.16 -2.25
H -0.92 0.13 -2.12
C 1.60 2.29 -3.73
C 0.98 3.44 -1.02
C -1.26 2.82 -3.03
H -1.83 1.98 -3.44
H -1.03 3.54 -3.83
H -1.87 3.32 -2.26
H 2.59 1.92 -3.43
H 1.71 3.34 -4.05
H 1.25 1.70 -4.58
H 1.84 3.08 -0.43
H 0.19 3.73 -0.32
H 1.32 4.34 -1.56
O -0.89 -2.07 3.67
N -0.96 -2.52 2.54
O -0.57 -1.65 1.55
```

Here are the Löwdin charges for atoms 1 to 8, given in e: atom 1 (O): -0.283, atom 2 (O): -0.125, atom 3 (C): -0.266, atom 4 (C): -0.047, atom 5 (H): 0.098, atom 6 (H): 0.113, atom 7 (H): 0.089, atom 8 (H): 0.092

[5]
The following is a quantum chemistry calculation of a gas-phase ion, C4H8NO (charge +1) at a distorted geometry, from the Open Molecules 2025 dataset.

Frontier orbital gap (spin up / spin down) ... 7.5169 / 8.5295 eV
Electronic energy ... -286.7793 hartree
LUMO energy (spin up / spin down) ... -4.67 / -3.76 eV
Energy relative to the best compared isomer or geometry (same formula, charge and spin) ... 102.37 kcal per mole
Net charge ... +1
HOMO level (spin up / spin down) ... -12.2 / -12.3 eV

Structure (XYZ):
```
14
C4H8NO the ωB97M-V functional and the def2-TZVPD basis
C 0.49 2.03 -0.83
C -0.14 0.88 -0.82
C -1.84 -1.77 0.13
C 0.06 -0.15 0.15
N 1.36 -0.31 0.88
O -0.76 -1.12 0.57
H 0.12 2.91 -1.40
H 1.22 2.28 -0.05
H -0.92 0.77 -1.51
H -2.34 -1.47 -0.82
H -2.33 -2.46 0.74
H 2.15 -0.34 0.18
H 1.23 -1.29 1.06
H 1.71 0.06 1.73
```

Here are the natural (NBO) charges for atoms 1 to 8, given in e: atom 1 (C): -0.328, atom 2 (C): -0.315, atom 3 (C): -0.005, atom 4 (C): 0.372, atom 5 (N): -0.709, atom 6 (O): -0.420, atom 7 (H): 0.244, atom 8 (H): 0.185

- Which formula does entry 3 have?
  C4H8ClNS